Record 1
Entry from the OMol25 dataset: C7H8AlBrF9N2O5S2 as an isolated structure at a distorted geometry (the ωB97M-V functional and the def2-TZVPD basis).

Geometry as XYZ:
```
35
Properties=species:S:1:pos:R:3:nbo_charge:R:1
O 4.611 2.535 1.530 -0.5532
C 3.891 1.676 1.988 0.5748
Br 4.472 0.666 3.605 -0.1221
C 2.551 1.298 1.519 -1.0911
Al 2.606 -0.412 0.399 1.5080
O 2.088 -0.151 -1.263 -1.2078
S 4.767 -1.114 0.265 -0.6935
S 1.482 -2.152 1.477 1.5946
O 2.155 -2.357 2.751 -0.9554
O 1.423 -3.357 0.672 -0.9506
C -0.299 -1.755 1.992 0.3948
F -0.299 -0.792 2.923 -0.3148
F -0.751 -2.871 2.579 -0.3051
C -1.248 -1.404 0.797 0.5665
F -2.192 -2.364 0.716 -0.3023
F -0.575 -1.429 -0.354 -0.2823
C -2.045 -0.089 0.936 0.5517
F -2.960 -0.107 -0.062 -0.3129
F -2.724 -0.057 2.086 -0.2924
C -1.260 1.241 0.791 0.9203
F -0.372 1.182 -0.191 -0.2862
F -0.655 1.580 1.919 -0.2903
F -2.153 2.196 0.497 -0.3087
H 1.943 1.133 2.404 0.2575
H 2.171 2.126 0.933 0.2537
H 2.831 -0.288 -1.846 0.4804
H 4.847 -1.932 1.323 0.1686
C -2.805 1.326 -3.924 0.7728
O -2.272 2.376 -4.237 -0.6615
N -2.571 0.697 -2.737 -0.8410
N -3.696 0.687 -4.752 -0.8587
H -3.004 -0.164 -2.469 0.3897
H -1.920 1.131 -2.113 0.4122
H -3.892 1.121 -5.633 0.4014
H -4.147 -0.176 -4.521 0.3829
```

Computed properties:
- LUMO: 2.4 eV
- Electronic energy: -5269.13786 a.u.
- Net charge: -1
- Multiplicity: 1
- HOMO-LUMO gap: 0.3075 Ha



Record 2
Entry from the OMol25 dataset: C7H8AsBF4PtS4 as an isolated structure (the ωB97M-V functional and the def2-TZVPD basis).

Geometry as XYZ:
```
26
Properties=species:S:1:pos:R:3:nbo_charge:R:1
Pt 0.428 -0.193 -1.253 0.8758
C -1.098 -0.180 3.162 -0.6447
C -0.345 -0.857 2.061 0.0557
C -1.009 -1.679 1.149 -0.1939
C -0.336 -2.276 0.087 -0.2469
C 1.051 -2.073 -0.076 -0.3275
C 1.703 -1.179 0.797 -0.2291
C 1.011 -0.614 1.867 -0.1919
H -0.440 0.077 3.991 0.2216
H -1.900 -0.814 3.538 0.2221
H -1.542 0.741 2.781 0.2602
H -2.073 -1.847 1.259 0.2318
H -0.857 -2.958 -0.572 0.2429
H 1.615 -2.653 -0.795 0.2536
H 2.766 -1.006 0.686 0.2404
H 1.535 0.056 2.536 0.2308
S 2.580 0.580 -5.417 -0.3615
As 1.051 1.093 -4.113 0.8487
S -0.359 -0.429 -3.362 -0.3059
S 1.796 1.516 -2.034 -0.0742
S 0.301 2.748 -5.152 -0.2009
F -0.472 1.245 0.258 -0.6028
B -1.215 2.454 -0.238 1.3569
F -1.134 2.386 -1.637 -0.5715
F -0.555 3.544 0.262 -0.5444
F -2.502 2.317 0.214 -0.5455
```

Computed properties:
- LUMO (alpha / beta): -0.9 / -3.7 eV
- Electronic energy: -4643.83205 a.u.
- Energy above the lowest of the compared OMol25 structures with the same formula, charge and spin: 17.15 kcal/mol
- Multiplicity: 5
- HOMO-LUMO gap (alpha / beta): 0.2856 / 0.2124 Ha



Record 3
Entry from the OMol25 dataset: C7H8AsCl2F6NO4S8Tc as an isolated structure (the ωB97M-V functional and the def2-TZVPD basis).

Geometry as XYZ:
```
38
Properties=species:S:1:pos:R:3:nbo_charge:R:1
Tc -0.009 0.490 -0.004 0.2286
S -0.290 0.960 5.541 -0.7003
As -2.295 1.045 4.919 0.7091
S -2.390 1.097 2.617 -0.3219
S -0.552 0.276 2.046 0.0916
S -3.720 -0.355 5.586 -0.7159
C 4.278 -1.309 -0.519 -0.6387
C 3.098 -0.387 -0.364 -0.1943
S 1.519 -1.157 -0.340 -0.0633
C 3.185 0.946 -0.281 -0.2132
C 4.465 1.733 -0.295 -0.6364
S 1.709 1.904 -0.164 0.0071
H 3.990 -2.332 -0.276 0.2201
H 5.102 -1.027 0.141 0.2012
H 4.658 -1.305 -1.545 0.2015
H 5.331 1.105 -0.081 0.1994
H 4.430 2.534 0.447 0.2145
H 4.627 2.205 -1.270 0.2026
F -4.434 1.277 -0.051 -0.2938
C -4.142 0.882 -1.281 0.7447
F -4.559 -0.366 -1.447 -0.2986
F -4.782 1.673 -2.147 -0.3161
S -2.295 1.010 -1.549 2.2153
O -1.852 2.024 -0.618 -0.8891
O -1.769 -0.320 -1.224 -0.9017
N -2.080 1.489 -3.010 -1.1988
S -2.324 0.577 -4.287 2.2443
O -3.365 -0.395 -4.118 -0.9396
O -2.318 1.415 -5.447 -0.9282
C -0.754 -0.417 -4.434 0.7179
F 0.290 0.257 -3.966 -0.3037
F -0.853 -1.572 -3.789 -0.3015
F -0.535 -0.684 -5.731 -0.3266
Cl 0.513 -2.562 3.895 -0.0136
C -0.307 -2.521 5.453 -0.3834
Cl -0.657 -4.168 6.067 -0.0942
H -1.246 -1.988 5.349 0.2503
H 0.333 -2.033 6.175 0.2246
```

Computed properties:
- LUMO (alpha / beta): 4.4 / 3.8 eV
- Electronic energy: -7649.05249 a.u.
- Energy above the lowest of the compared OMol25 structures with the same formula, charge and spin: 0.00 kcal/mol
- Net charge: -2
- Multiplicity: 2
- HOMO-LUMO gap (alpha / beta): 0.2287 / 0.2273 Ha



Record 4
Entry from the OMol25 dataset: C7H8BNO2 in the gas phase at a distorted geometry (the ωB97M-V functional and the def2-TZVPD basis).

Geometry as XYZ:
```
19
Properties=species:S:1:pos:R:3:nbo_charge:R:1
C 2.292 -1.923 0.741 -0.3903
C 1.465 -0.885 0.829 -0.1750
C 0.300 -0.758 -0.035 -0.6780
B -0.454 -1.899 -0.485 1.1894
O -1.130 -2.924 -0.843 -0.8854
C -0.292 0.558 -0.277 0.0267
C 0.585 1.625 -0.291 -0.2716
C 0.266 2.903 -0.262 -0.3210
C -1.722 0.799 -0.652 -0.1481
N -2.727 0.763 0.206 0.0655
O -2.794 0.146 1.287 -0.3373
H 2.992 -2.193 1.541 0.2006
H 2.330 -2.601 -0.114 0.1872
H 1.353 -0.373 1.674 0.2028
H -2.064 -3.016 -0.760 0.5436
H 1.558 1.447 -0.596 0.2114
H 0.895 3.644 -0.512 0.1841
H -0.769 3.282 0.001 0.1881
H -2.085 1.406 -1.450 0.2071
```

Computed properties:
- LUMO (alpha / beta): -0.5 / -0.9 eV
- Electronic energy: -501.40407 a.u.
- SMILES: C=CC(=BO)/C(C=C)=C\N=O
- Energy above the lowest of the compared OMol25 structures with the same formula, charge and spin: 207.68 kcal/mol
- Multiplicity: 1
- HOMO-LUMO gap (alpha / beta): 0.2884 / 0.2083 Ha



Record 5
Entry from the OMol25 dataset: C7H8Br2 as an isolated structure at a distorted geometry (the ωB97M-V functional and the def2-TZVPD basis).

Geometry as XYZ:
```
17
Properties=species:S:1:pos:R:3:nbo_charge:R:1
C 0.906 -1.080 1.171 -0.2542
C 0.046 -0.638 2.192 -0.1742
C 0.747 -0.630 -0.076 -0.0887
C -1.112 -0.027 1.865 -0.3010
C -0.276 0.419 -0.411 -0.3925
C -1.431 0.034 0.437 0.0138
C -0.552 0.746 -1.836 -0.6035
Br -2.011 -1.823 -0.156 -0.0246
Br -3.044 1.209 0.097 0.0129
H 1.748 -1.708 1.317 0.2229
H 0.264 -0.844 3.280 0.2289
H 1.400 -0.708 -0.852 0.2054
H -1.619 0.483 2.625 0.2400
H 0.122 1.285 0.030 0.2438
H -0.763 -0.150 -2.444 0.2255
H 0.277 1.445 -2.270 0.2182
H -1.432 1.260 -1.828 0.2273
```

Computed properties:
- LUMO: 0.0 eV
- Electronic energy: -5419.49316 a.u.
- Energy above the lowest of the compared OMol25 structures with the same formula, charge and spin: 0.00 kcal/mol
- Multiplicity: 1
- HOMO-LUMO gap: 0.3271 Ha



Record 6
Entry from the OMol25 dataset: C7H8Br2Cl2O2 in the gas phase at a distorted geometry (the ωB97M-V functional and the def2-TZVPD basis).

Geometry as XYZ:
```
21
Properties=species:S:1:pos:R:3:nbo_charge:R:1
C 0.893 1.303 0.150 -0.3029
C 0.589 0.253 -0.555 -0.0155
C -0.976 -0.262 2.006 -0.3894
C 0.279 -1.159 -0.103 0.0870
C 1.026 1.098 1.637 -0.1712
C -1.198 -0.953 0.797 -0.1575
C 0.435 0.439 -2.081 -0.0870
O 0.197 -2.129 -1.097 -0.7126
O 0.816 1.647 -2.647 -0.7058
Cl 2.156 -0.092 2.213 0.0448
Cl -2.392 -0.216 -0.239 0.0009
Br 0.394 2.452 2.766 0.1277
Br -1.705 -2.839 1.158 0.0280
H 0.806 2.230 -0.310 0.2328
H -0.441 -0.658 2.826 0.2284
H -1.577 0.623 2.187 0.2262
H 0.770 -1.708 0.648 0.2271
H -0.664 0.246 -2.269 0.1732
H 0.966 -0.441 -2.713 0.2024
H -0.505 -2.119 -1.763 0.4905
H 0.132 2.285 -2.610 0.4728
```

Computed properties:
- LUMO (alpha / beta): -0.8 / -0.8 eV
- Electronic energy: -6490.25596 a.u.
- Energy above the lowest of the compared OMol25 structures with the same formula, charge and spin: 56.82 kcal/mol
- Multiplicity: 1
- HOMO-LUMO gap (alpha / beta): 0.2745 / 0.2695 Ha



Record 7
Entry from the OMol25 dataset: C7H8BrFN2O in the gas phase at a distorted geometry (the ωB97M-V functional and the def2-TZVPD basis).

Geometry as XYZ:
```
20
Properties=species:S:1:pos:R:3:nbo_charge:R:1
C -0.183 -1.314 -0.627 -0.2753
C -0.064 -0.414 0.360 0.2413
C -1.043 -2.326 -0.193 0.2036
C 0.122 1.878 -0.716 -0.4512
C -0.376 2.159 0.712 0.2067
C 0.638 1.025 0.417 -0.1142
C 2.078 0.976 0.831 -0.5882
N -1.559 -1.983 0.989 -0.0128
N -1.516 -3.348 -0.976 -0.7036
O -0.930 -0.794 1.351 -0.3377
F 0.121 3.238 1.388 -0.3496
Br 0.747 -1.348 -2.255 0.0665
H -0.809 1.620 -1.401 0.2270
H 0.740 2.472 -1.266 0.2241
H -1.542 2.035 0.890 0.2007
H 2.382 2.043 1.237 0.2255
H 2.619 0.655 0.086 0.2086
H 2.173 0.387 1.826 0.2285
H -1.162 -3.269 -1.868 0.3982
H -2.437 -3.690 -0.784 0.4020
```

Computed properties:
- LUMO (alpha / beta): 0.5 / -2.4 eV
- Electronic energy: -3129.88616 a.u.
- Multiplicity: 3
- HOMO-LUMO gap (alpha / beta): 0.2096 / 0.2420 Ha



Record 8
Entry from the OMol25 dataset: C7H8BrN3O3S as an isolated structure at a distorted geometry (the ωB97M-V functional and the def2-TZVPD basis).

Geometry as XYZ:
```
23
Properties=species:S:1:pos:R:3:nbo_charge:R:1
C 2.486 0.243 0.620 -0.2384
C 1.588 0.335 -0.445 -0.2373
C 2.197 -0.743 1.578 0.0007
C 0.436 -0.397 -0.457 0.2740
C 0.247 -1.381 0.529 0.2976
C -2.144 -1.872 0.422 -0.0005
C -2.721 -0.698 0.338 -0.4145
N 1.087 -1.500 1.521 -0.4188
N -0.823 -2.232 0.599 -0.5669
N -2.610 1.996 -0.468 -1.0639
O -2.950 1.290 1.974 -0.9227
O -0.750 1.170 1.142 -0.9437
O -0.428 -0.247 -1.482 -0.6594
S -2.162 1.030 0.847 2.2593
Br -4.589 -0.455 -0.133 0.0679
H 3.357 0.893 0.574 0.2249
H 1.691 0.956 -1.300 0.2050
H 2.556 -0.516 2.624 0.2050
H -2.749 -2.746 0.388 0.2199
H -0.352 0.649 -1.608 0.4724
H -0.734 -3.101 1.123 0.4202
H -2.820 1.447 -1.278 0.4114
H -2.032 2.799 -0.540 0.4080
```

Computed properties:
- LUMO: 0.3 eV
- Electronic energy: -3633.63947 a.u.
- Energy above the lowest of the compared OMol25 structures with the same formula, charge and spin: 9.01 kcal/mol
- Multiplicity: 1
- HOMO-LUMO gap: 0.3207 Ha



Record 9
Entry from the OMol25 dataset: C7H8ClIN3 as an isolated structure at a distorted geometry (the ωB97M-V functional and the def2-TZVPD basis).

Geometry as XYZ:
```
20
Properties=species:S:1:pos:R:3:nbo_charge:R:1
C 0.291 -0.900 1.707 0.1633
C 1.265 1.931 0.346 0.3173
C -0.985 1.616 0.780 0.1671
C -0.957 -0.262 2.256 -0.5511
C -1.635 0.641 1.357 -0.3311
C 0.348 -0.027 -0.586 0.5616
C -0.379 -0.696 -1.682 -0.6740
N 0.579 -0.710 0.534 -0.4122
N 0.270 2.052 1.092 -0.4244
N 1.068 1.089 -0.739 -0.6144
Cl -1.708 2.709 -0.398 0.0331
I -2.092 -1.984 2.860 0.5543
H 0.759 -1.634 2.278 0.2201
H 2.270 2.484 0.516 0.2435
H -0.624 0.140 3.248 0.2897
H -2.607 0.356 1.128 0.2383
H -1.043 -1.468 -1.230 0.2551
H 0.255 -1.111 -2.455 0.2752
H -0.917 0.149 -2.088 0.2495
H 1.042 1.618 -1.650 0.4390
```

Computed properties:
- LUMO (alpha / beta): -3.8 / -7.5 eV
- Electronic energy: -1193.22674 a.u.
- Net charge: +1
- Multiplicity: 3
- HOMO-LUMO gap (alpha / beta): 0.2162 / 0.2057 Ha



Record 10
Entry from the OMol25 dataset: C7H8ClNO2 in the gas phase at a distorted geometry (the ωB97M-V functional and the def2-TZVPD basis).

Geometry as XYZ:
```
19
Properties=species:S:1:pos:R:3:nbo_charge:R:1
C -0.236 -0.297 -0.701 -0.2356
C -0.341 -1.205 0.418 -0.1976
C -0.147 -0.873 1.674 0.5409
C 0.129 0.997 -0.813 0.2198
C 0.429 1.532 1.463 0.0167
C -0.632 -2.654 0.064 -0.6119
C 0.136 1.667 -2.151 -0.6414
N 0.606 1.858 0.212 -0.0423
O 1.098 2.981 -0.135 -0.5758
O -0.347 -1.228 2.905 -0.6355
Cl 1.150 2.380 2.722 0.0543
H -0.516 -0.766 -1.636 0.2166
H -1.588 -2.713 -0.452 0.2265
H 0.145 -3.035 -0.593 0.2261
H -0.678 -3.268 0.959 0.2226
H -0.612 2.460 -2.166 0.2346
H 1.100 2.149 -2.310 0.2546
H -0.066 0.964 -2.951 0.2097
H 0.370 -0.946 3.493 0.5178
```

Computed properties:
- LUMO (alpha / beta): -0.2 / -0.2 eV
- Electronic energy: -936.72751 a.u.
- Energy above the lowest of the compared OMol25 structures with the same formula, charge and spin: 94.44 kcal/mol
- Multiplicity: 1
- HOMO-LUMO gap (alpha / beta): 0.2857 / 0.2857 Ha



Record 11
Entry from the OMol25 dataset: C7H8ClNOS in the gas phase at a distorted geometry (the ωB97M-V functional and the def2-TZVPD basis).

Geometry as XYZ:
```
19
Properties=species:S:1:pos:R:3:nbo_charge:R:1
C -2.919 -1.584 -0.602 -0.8998
S -1.926 -1.691 0.670 1.5697
O -2.601 -1.198 1.864 -0.9223
Cl -0.690 -3.490 1.149 -0.3543
C -0.249 -0.283 0.569 0.2713
C -0.586 0.871 1.215 -0.3183
C 0.166 1.934 0.942 -0.1332
C 1.163 1.820 -0.020 -0.2685
C 1.533 0.581 -0.501 0.2357
C 2.713 0.232 -1.385 -0.6353
N 0.727 -0.526 -0.232 -0.4351
H -3.966 -1.705 -0.405 0.2537
H -2.553 -1.863 -1.534 0.2306
H -1.518 0.910 1.703 0.2616
H -0.109 2.847 1.458 0.2308
H 1.802 2.645 -0.242 0.2245
H 3.109 1.180 -1.659 0.2121
H 3.481 -0.315 -0.760 0.2368
H 2.422 -0.367 -2.230 0.2398
```

Computed properties:
- LUMO: -0.8 eV
- Electronic energy: -1259.76641 a.u.
- SMILES: C=[S@@](=O)(Cl)c1cccc(C)n1
- Energy above the lowest of the compared OMol25 structures with the same formula, charge and spin: 48.84 kcal/mol
- Multiplicity: 1
- HOMO-LUMO gap: 0.2942 Ha



Please write out number 2 again, unchanged.
Entry from the OMol25 dataset: C7H8AsBF4PtS4 as an isolated structure (the ωB97M-V functional and the def2-TZVPD basis).

Geometry as XYZ:
```
26
Properties=species:S:1:pos:R:3:nbo_charge:R:1
Pt 0.428 -0.193 -1.253 0.8758
C -1.098 -0.180 3.162 -0.6447
C -0.345 -0.857 2.061 0.0557
C -1.009 -1.679 1.149 -0.1939
C -0.336 -2.276 0.087 -0.2469
C 1.051 -2.073 -0.076 -0.3275
C 1.703 -1.179 0.797 -0.2291
C 1.011 -0.614 1.867 -0.1919
H -0.440 0.077 3.991 0.2216
H -1.900 -0.814 3.538 0.2221
H -1.542 0.741 2.781 0.2602
H -2.073 -1.847 1.259 0.2318
H -0.857 -2.958 -0.572 0.2429
H 1.615 -2.653 -0.795 0.2536
H 2.766 -1.006 0.686 0.2404
H 1.535 0.056 2.536 0.2308
S 2.580 0.580 -5.417 -0.3615
As 1.051 1.093 -4.113 0.8487
S -0.359 -0.429 -3.362 -0.3059
S 1.796 1.516 -2.034 -0.0742
S 0.301 2.748 -5.152 -0.2009
F -0.472 1.245 0.258 -0.6028
B -1.215 2.454 -0.238 1.3569
F -1.134 2.386 -1.637 -0.5715
F -0.555 3.544 0.262 -0.5444
F -2.502 2.317 0.214 -0.5455
```

Computed properties:
- LUMO (alpha / beta): -0.9 / -3.7 eV
- Electronic energy: -4643.83205 a.u.
- Energy above the lowest of the compared OMol25 structures with the same formula, charge and spin: 17.15 kcal/mol
- Multiplicity: 5
- HOMO-LUMO gap (alpha / beta): 0.2856 / 0.2124 Ha